ORCA calculation (the ωB97M-V functional and the def2-TZVPD basis) on a structure of composition C22H42BiNOP3S in a non-equilibrium geometry.

Cartesian coordinates (Å):
Bi1 0.1868 -0.3202 0.0971
P1 -1.4583 1.5291 1.8252
P2 -0.0745 -2.5236 1.6722
P3 -2.1497 -0.3619 -1.3762
H1 2.6484 2.6160 -2.8020
C1 1.7693 2.9573 -3.3317
C2 0.8539 3.7583 -2.7184
H2 0.9588 4.0998 -1.6630
C3 -0.4415 2.3472 3.1066
C4 -2.8245 0.9201 2.8850
C5 -2.2070 2.9874 0.9953
C6 0.8052 -4.1036 1.3116
C7 0.4623 -2.0153 3.3643
C8 -1.8362 -3.0002 1.9249
C9 -2.1088 1.0347 -2.5516
C10 -3.7384 -0.3376 -0.4847
C11 -2.3275 -1.8424 -2.4080
H3 1.5939 2.5816 -4.3508
H4 -0.0512 4.0845 -3.2577
H5 0.2025 3.1175 2.6711
H6 0.1992 1.6344 3.6409
H7 -1.0794 2.8304 3.8569
H8 -2.4978 0.0927 3.5368
H9 -3.6674 0.5491 2.2894
H10 -3.1927 1.7230 3.5364
H11 -1.5200 3.4415 0.2656
H12 -2.4632 3.7557 1.7348
H13 -3.1258 2.7309 0.4513
H14 0.4794 -4.8432 2.0829
H15 1.9034 -3.9465 1.3616
H16 0.5352 -4.4566 0.2966
H17 0.6924 -2.9143 3.9777
H18 -0.3485 -1.4211 3.8412
H19 1.3583 -1.3766 3.2855
H20 -1.8778 -4.0347 2.3152
H21 -2.3897 -2.9416 0.9684
H22 -2.3077 -2.3095 2.6508
H23 -2.6273 0.7969 -3.4962
H24 -1.0604 1.2832 -2.7775
H25 -2.5757 1.9167 -2.0917
H26 -4.5442 -0.7342 -1.1316
H27 -4.0160 0.6708 -0.1548
H28 -3.6406 -0.9951 0.3975
H29 -3.0888 -1.7187 -3.1937
H30 -2.6100 -2.6889 -1.7700
H31 -1.3647 -2.0604 -2.8793
C12 1.5600 -1.5364 -2.6222
C13 1.9060 -2.7453 -1.9719
C14 1.8195 -3.8948 -2.7540
C15 1.3968 -3.9181 -4.1003
C16 1.0688 -2.6701 -4.6954
C17 1.1650 -1.4993 -3.9557
O1 1.2919 -0.3819 -1.9836
H32 1.9157 -0.1464 -0.3464
H33 2.1713 -2.6641 -0.9207
H34 2.1279 -4.8408 -2.3243
H35 1.3416 -4.9166 -4.6219
H36 0.7492 -2.6928 -5.7485
H37 0.8800 -0.5226 -4.3560
S1 2.8985 -0.4526 0.7587
C18 2.9094 1.2053 1.4542
N1 2.8451 2.2771 0.6007
C19 2.7642 3.5852 1.0042
C20 2.9534 3.8864 2.3418
C21 3.0827 2.8265 3.2456
C22 3.1033 1.5050 2.7980
H38 2.7481 2.1184 -0.4159
H39 2.5303 4.3048 0.2518
H40 2.9450 4.9263 2.6613
H41 3.1262 3.0676 4.3046
H42 3.2667 0.6665 3.4921

Cartesian forces, eV/Å:
-4.8 0.4 -0.6
-0.8 0.5 0.8
-0.5 -1.2 1.2
-0.9 -0.4 -0.9
0.2 0.0 -0.2
-1.8 0.8 0.8
0.7 -1.0 -0.5
0.0 -0.1 -0.9
0.5 0.0 0.2
-0.3 -0.4 0.1
0.0 0.1 -0.4
0.1 0.3 -0.3
0.0 0.4 -0.1
-0.1 0.3 -0.3
0.3 0.4 0.2
-0.2 -0.1 0.3
0.5 -0.4 0.1
0.3 0.3 0.5
0.6 -0.1 0.4
-0.1 -0.1 0.0
-0.1 0.1 -0.1
0.0 -0.1 -0.3
0.0 0.3 -0.2
0.2 0.1 0.1
0.1 -0.1 -0.2
-0.1 -0.2 0.2
0.0 -0.2 0.0
0.2 -0.1 0.2
0.3 0.6 -0.5
-0.7 -0.2 0.0
0.1 0.1 0.6
-0.2 0.6 -0.4
0.5 -0.5 -0.3
-0.2 -0.4 0.2
0.0 0.5 -0.2
0.2 -0.2 0.5
0.3 -0.4 -0.4
0.1 -0.1 0.5
-0.3 -0.1 0.0
0.1 -0.2 -0.1
0.4 0.2 0.2
0.1 -0.3 -0.1
-0.2 0.3 -0.3
0.2 0.2 0.4
0.1 0.1 -0.2
-0.1 -0.1 -0.1
-1.0 -1.1 -0.2
-0.7 1.5 -1.5
0.3 -0.9 -0.3
0.1 0.4 0.5
0.3 -1.5 -0.4
0.0 -0.3 -0.5
-0.1 1.1 2.9
4.8 -0.2 -0.7
0.2 -0.6 0.0
-0.1 0.0 0.1
0.0 1.5 0.5
0.1 0.3 0.6
0.1 -0.4 0.0
0.9 1.1 0.0
0.7 0.6 -0.5
-1.0 0.3 -0.3
0.6 -1.3 0.9
-0.4 -0.2 -0.4
0.2 0.3 -0.3
-0.2 -0.8 0.3
0.1 -0.1 0.6
0.2 0.4 -0.5
-0.1 -0.3 0.0
0.3 -0.3 -0.1
-0.2 0.6 -0.3

## Properties
- highest occupied orbital energy (eV) = -15.333
- frontier orbital gap (eV) = 5.44
- net charge = +3



ORCA calculation (the ωB97M-V functional and the def2-TZVPD basis) on a structure of composition C14H15CeNS in a non-equilibrium geometry.

Cartesian coordinates (Å):
C1 0.3279 -1.1225 -2.7792
C2 -0.9271 -0.9503 -2.0964
C3 -0.8760 -1.7104 -0.8736
C4 0.4157 -2.3419 -0.8005
C5 1.1523 -1.9807 -1.9784
Ce1 0.8729 0.3199 -0.6940
C6 -1.3756 2.6504 -2.5253
C7 -0.7753 2.9915 -3.6556
C8 0.3081 3.3991 -4.3055
N1 2.7433 0.5676 -1.0443
H1 -1.7016 -1.8516 -0.1676
H2 -1.7725 -0.3565 -2.4484
H3 0.7357 -3.0477 -0.0285
H4 2.1674 -2.3092 -2.2166
H5 0.6019 -0.6568 -3.7285
H6 -2.2929 2.0428 -2.5140
H7 3.7128 0.8275 -1.2103
H8 -1.0568 3.0606 -1.5470
H9 0.2733 3.9354 -5.2642
H10 1.3136 3.1916 -3.8997
S1 1.2746 1.3767 1.9024
C9 0.3893 0.3181 2.8960
C10 1.0099 -0.8353 3.4306
C11 0.2739 -1.7282 4.1974
C12 -1.0845 -1.4922 4.4572
C13 -1.6999 -0.3407 3.9426
C14 -0.9747 0.5643 3.1768
H11 2.0580 -1.0124 3.1990
H12 0.7578 -2.6175 4.6030
H13 -1.6582 -2.1963 5.0664
H14 -2.7543 -0.1503 4.1488
H15 -1.4390 1.4549 2.7572

Cartesian forces, eV/Å:
-0.5 -0.7 0.5
0.4 -1.1 0.1
0.3 -0.2 -0.9
-0.5 0.4 -0.9
-0.8 -0.1 -0.1
2.7 1.6 1.8
-0.8 -0.1 0.0
2.0 0.3 1.2
-0.5 -0.1 -0.5
-1.7 0.1 -0.3
0.5 0.2 -0.2
0.3 -0.2 0.1
-0.1 0.5 -0.3
-0.5 0.3 0.1
0.0 -0.2 0.4
0.9 -0.3 0.0
0.0 -0.2 0.1
-0.7 0.6 -0.8
-0.1 0.3 0.8
-0.6 -0.8 -0.6
0.9 1.0 -1.5
-1.2 -1.2 0.8
-0.5 0.3 -0.2
-0.4 0.0 0.2
0.1 0.2 -0.1
0.1 -0.3 0.2
0.4 -0.5 0.0
-0.2 0.0 0.1
-0.1 0.2 -0.1
0.2 0.3 -0.2
0.3 -0.1 0.0
0.1 -0.2 0.2

## Properties
- highest occupied orbital energy (eV) = -7.384
- frontier orbital gap (eV) = 6.60



ORCA calculation (the ωB97M-V functional and the def2-TZVPD basis) on a structure of composition C29H24HfI2N4O6 in a non-equilibrium geometry.

Cartesian coordinates (Å):
Hf1 3.0490 -1.1968 0.2226
O1 6.1801 -2.1301 1.1854
C1 5.3399 -1.3819 1.5942
O2 4.7158 -0.5032 0.7620
C2 4.9514 -1.2811 3.0745
C3 4.6692 0.1991 3.4597
C4 4.7576 0.3668 4.9727
C5 3.4783 -0.3715 5.4282
C6 2.8340 -0.7285 4.0884
O3 3.2625 0.3124 3.1894
C7 3.5524 -1.9427 3.4487
C8 2.8432 -2.2932 2.1555
O4 3.4356 -2.9407 1.2322
O5 1.7994 -1.6642 1.7862
H1 5.7606 -1.7199 3.6505
H2 5.2340 0.9240 2.8818
H3 4.7175 1.4219 5.2347
H4 5.6762 -0.0522 5.3782
H5 2.8243 0.2730 6.0099
H6 3.6823 -1.2645 6.0171
H7 1.7531 -0.8049 4.0961
H8 3.6548 -2.8169 4.0886
C9 -9.5432 2.9278 -3.2205
O6 -8.9140 1.6644 -3.4041
C10 -7.6538 1.5019 -3.0120
C11 -6.8717 2.4992 -2.4209
C12 -5.5714 2.2270 -2.0512
C13 -5.0123 0.9631 -2.2548
C14 -5.8072 -0.0338 -2.8464
C15 -7.0988 0.2291 -3.2172
C16 -3.6585 0.6403 -1.8746
N1 -3.0852 -0.5431 -2.0418
C17 -1.8309 -0.4224 -1.5639
C18 -1.6001 0.8675 -1.0779
N2 -2.7812 1.5225 -1.2877
C19 -0.3696 1.2609 -0.5115
C20 -0.0687 2.5299 0.0257
C21 1.1646 2.7760 0.5745
C22 2.1118 1.7532 0.6044
N3 1.8677 0.5548 0.0908
C23 0.6571 0.2839 -0.4820
C24 0.4535 -1.0266 -1.0321
N4 1.5077 -1.9053 -1.0339
C25 1.2984 -3.1608 -1.4273
C26 0.0649 -3.6187 -1.8751
C27 -0.9881 -2.7361 -1.9488
C28 -0.8060 -1.4100 -1.5306
H9 -10.5494 2.8147 -3.6093
H10 -9.0240 3.7110 -3.7762
H11 -9.5890 3.1944 -2.1629
H12 -7.2787 3.4856 -2.2495
H13 -4.9952 3.0226 -1.5926
H14 -5.3783 -1.0140 -2.9975
H15 -7.7257 -0.5259 -3.6724
H16 -2.9915 2.4804 -1.0677
H17 -0.8119 3.3168 0.0069
H18 1.4114 3.7431 0.9870
H19 3.0884 1.9093 1.0398
H20 2.1487 -3.8290 -1.3912
H21 -0.0458 -4.6534 -2.1650
H22 -1.9641 -3.0353 -2.3095
I1 4.2927 0.6098 -2.2052
C29 5.8739 -0.8248 -2.0662
I2 4.9919 -2.7310 -1.6654
H23 6.5113 -0.5698 -1.2281
H24 6.3991 -0.8543 -3.0125

Cartesian forces, eV/Å:
0.2 0.4 -3.7
0.0 0.4 0.2
1.8 -0.2 1.1
2.1 0.8 1.2
-0.2 0.2 -0.3
0.1 -0.2 0.2
0.0 0.0 0.0
0.0 -0.1 0.0
0.1 -0.2 0.0
-0.1 0.1 0.0
-0.2 0.3 -0.3
-0.2 -0.9 2.3
0.1 -1.1 0.7
-0.4 0.1 1.0
0.0 -0.1 0.0
-0.1 0.0 -0.1
0.0 0.0 0.0
0.0 0.0 0.0
0.0 0.0 0.0
0.0 0.0 0.0
0.0 0.0 -0.1
0.1 0.0 0.0
0.0 0.1 0.0
-0.2 -0.1 -0.1
0.4 0.0 0.1
-0.3 0.2 0.0
0.2 -0.3 0.0
-0.4 0.2 -0.1
0.2 0.1 0.1
-0.2 0.1 -0.1
0.4 -0.3 0.1
-0.3 -0.1 -0.1
0.1 0.6 0.2
-0.1 -0.5 -0.2
-0.2 0.2 0.0
0.3 -0.2 0.0
0.1 0.0 0.0
-0.1 0.0 -0.1
0.0 0.1 0.0
-1.3 1.3 0.0
-0.3 0.5 0.0
-0.3 -0.3 -0.3
-1.8 -0.6 -1.4
0.1 0.1 -0.1
-0.2 0.0 -0.1
0.1 -0.1 0.0
0.3 0.2 0.1
0.0 0.0 0.0
0.0 0.0 0.0
0.0 0.0 0.0
0.0 0.0 0.0
0.0 0.0 0.0
0.0 0.0 0.0
0.0 0.0 0.0
0.0 0.0 0.0
0.0 0.0 0.0
0.0 0.0 0.0
0.0 -0.1 0.1
0.0 0.0 0.0
0.0 0.0 0.0
0.0 0.0 0.0
0.2 -0.2 -0.2
-0.3 0.0 0.0
0.2 0.0 -0.4
-0.1 0.0 0.1
0.0 -0.1 0.0

## Properties
- highest occupied orbital energy (eV) = -12.131
- frontier orbital gap (eV) = 5.30
- net charge = +2



ORCA calculation (the ωB97M-V functional and the def2-TZVPD basis) on the molecule C17H35NO3S.

Cartesian coordinates (Å):
C1 -4.7120 -2.3665 1.2652
C2 -3.2055 -2.5574 1.4233
C3 -2.7375 -3.9497 1.0053
C4 -1.2631 -4.2106 1.3087
C5 -0.2551 -3.4420 0.4375
C6 -0.6962 -3.1559 -0.9995
C7 0.4197 -2.4853 -1.8253
C8 0.0642 -1.1180 -2.4513
C9 0.9896 0.0501 -2.0499
C10 0.2252 1.1745 -1.3379
C11 0.9802 2.5192 -1.1422
C12 0.1231 3.6865 -1.6850
O1 -0.5717 4.4235 -0.6621
S1 0.1967 5.7285 -0.0719
O2 0.0462 6.8173 -1.0069
O3 1.7045 5.1930 -0.3504
C13 2.1842 4.1407 0.5021
C14 1.5800 2.7152 0.3074
C15 0.5189 2.5339 1.4226
C16 2.7882 1.7263 0.5141
C17 2.7872 0.7399 1.6899
N1 1.9351 -0.4473 1.5825
H1 -5.0512 -2.7623 0.3023
H2 -5.0003 -1.3152 1.3131
H3 -5.2563 -2.9026 2.0470
H4 -2.9192 -2.3971 2.4698
H5 -2.6827 -1.7921 0.8369
H6 -3.3425 -4.6941 1.5370
H7 -2.9476 -4.0913 -0.0609
H8 -1.0965 -3.9377 2.3576
H9 -1.0535 -5.2829 1.2422
H10 0.6739 -4.0220 0.3818
H11 0.0166 -2.4993 0.9279
H12 -1.0104 -4.0936 -1.4694
H13 -1.5798 -2.5091 -0.9967
H14 1.2950 -2.3535 -1.1781
H15 0.7439 -3.1683 -2.6155
H16 -0.9631 -0.8628 -2.1688
H17 0.0646 -1.2087 -3.5405
H18 1.7822 -0.3401 -1.4095
H19 1.4904 0.4729 -2.9275
H20 -0.1789 0.8066 -0.3940
H21 -0.6637 1.3709 -1.9480
H22 1.8389 2.4886 -1.8287
H23 0.7234 4.3851 -2.2670
H24 -0.6569 3.2997 -2.3417
H25 3.2529 4.1396 0.2921
H26 2.0516 4.4463 1.5463
H27 0.1259 1.5254 1.4963
H28 -0.3231 3.2072 1.2753
H29 0.9601 2.7636 2.3958
H30 2.9517 1.1569 -0.4010
H31 3.6950 2.3298 0.6334
H32 2.5468 1.2688 2.6186
H33 3.8147 0.3886 1.8136
H34 2.4522 -1.2323 1.2103
H35 1.1440 -0.3009 0.9737

Cartesian forces, eV/Å:
0.0 -0.1 0.0
0.0 0.1 0.0
-0.1 0.0 0.0
0.0 0.0 0.1
0.1 0.0 0.0
0.0 0.0 0.0
0.1 0.0 0.0
0.0 0.0 0.0
0.0 0.1 0.1
0.0 0.1 -0.1
0.2 -0.1 0.1
0.0 0.0 -0.2
0.1 0.0 0.1
-0.2 0.1 -0.1
0.1 -0.2 0.1
0.0 0.1 0.1
0.1 0.0 -0.1
-0.2 0.0 0.1
0.1 0.1 -0.1
0.0 0.0 0.0
-0.1 0.1 0.1
0.1 0.0 0.0
0.0 0.1 0.0
0.0 0.0 0.0
0.0 0.0 -0.1
0.0 0.1 -0.1
0.0 -0.1 0.1
0.0 0.1 0.0
0.0 -0.1 0.1
0.1 -0.1 -0.1
-0.1 0.0 -0.1
0.0 0.1 0.1
-0.1 0.0 -0.1
0.0 0.1 0.0
0.1 -0.1 0.0
-0.1 0.0 0.0
0.0 0.0 0.1
0.1 0.0 -0.1
-0.1 0.0 0.1
0.1 0.1 0.0
-0.1 0.0 0.0
0.0 -0.1 0.1
0.1 0.0 0.1
0.0 0.0 0.1
0.0 -0.1 0.0
0.0 0.1 0.1
-0.1 0.0 -0.1
0.1 0.0 -0.1
0.0 -0.1 0.0
0.0 -0.1 0.0
0.0 0.0 -0.1
0.0 0.0 -0.1
-0.1 -0.1 0.0
0.0 0.0 -0.1
0.0 0.0 0.0
0.0 0.0 0.0
-0.1 0.1 0.0

## Properties
- highest occupied orbital energy (eV) = -9.487
- frontier orbital gap (eV) = 10.20



ORCA calculation (the ωB97M-V functional and the def2-TZVPD basis) on a structure of composition C10H24BiN6O6S in a non-equilibrium geometry.

Cartesian coordinates (Å):
O1 0.0002 0.2855 -5.0927
H1 -0.4909 -0.0581 -5.8478
Bi1 -0.4007 0.2772 -0.6027
N1 0.2330 1.9601 0.9380
N2 1.7950 0.9711 -0.9925
N3 -1.4390 -1.1785 0.9968
N4 -0.1241 -1.9035 -1.0856
O2 -0.4624 2.3598 1.9475
O3 -2.2248 -0.8760 2.1760
O4 0.2623 -2.2412 -2.4404
O5 2.3690 0.6333 -2.1060
C1 2.1394 2.1865 -0.4384
C2 1.4290 2.5890 0.6986
C3 -1.3741 -2.5032 0.8033
C4 -0.7395 -2.8824 -0.4059
C5 1.7662 3.6496 1.6479
H2 2.0065 3.2408 2.6396
H3 0.8988 4.3097 1.7741
H4 2.6184 4.2166 1.2843
C6 3.2214 2.9118 -1.1096
H5 2.9333 3.1670 -2.1353
H6 4.1164 2.2905 -1.1946
H7 3.4854 3.8336 -0.6053
C7 -2.0238 -3.4250 1.7611
C8 -0.8396 -4.2635 -0.9183
H8 -2.6337 -2.9024 2.4965
H9 -1.3252 -4.0549 2.3190
H10 -2.6573 -4.1348 1.2369
H11 -0.0769 -4.4194 -1.6826
H12 -1.8197 -4.4402 -1.3897
H13 -0.7374 -5.0468 -0.1554
H14 -1.9251 -0.0398 2.6166
H15 0.8209 -1.5179 -2.7620
C9 -0.9299 0.7799 -4.1150
H16 -0.3441 1.4434 -3.4625
H17 -1.3270 -0.0493 -3.5033
H18 -1.7738 1.3424 -4.5529
O6 -2.5205 1.3765 0.0175
H19 -2.6442 0.5453 0.5355
H20 -1.9002 1.9221 0.5767
N5 0.1566 -1.2334 4.4085
C10 0.8272 -0.1162 3.8996
N6 0.5435 1.0081 4.5787
S1 1.7388 -0.2232 2.5033
H21 0.2684 -1.3802 5.4084
H22 0.1218 -2.0563 3.8199
H23 0.6173 1.9631 4.2008
H24 0.5088 0.9326 5.6268

Cartesian forces, eV/Å:
-0.6 0.2 0.5
0.0 0.0 0.1
1.7 3.1 -0.7
1.3 0.9 -0.7
0.6 1.2 -0.2
-0.7 -2.4 2.2
0.0 -4.1 -0.6
-0.9 -0.9 0.0
0.9 0.4 -1.2
-1.0 -0.2 2.5
-1.0 -0.4 0.6
-0.3 -2.3 -0.9
-2.5 -1.4 0.4
-1.0 4.0 2.4
2.2 1.0 -3.4
0.3 0.8 0.2
0.0 0.0 -0.2
0.2 -0.1 0.0
0.0 0.1 0.2
0.6 0.5 -0.3
0.0 -0.2 0.1
-0.1 0.0 0.0
0.0 0.1 0.1
-0.3 -0.7 0.3
0.0 -0.7 -0.6
0.2 0.0 -0.3
0.3 0.2 -0.2
-0.1 -0.1 -0.2
-0.1 0.0 0.1
0.2 0.2 0.1
0.0 0.5 0.1
0.4 -0.5 -0.8
0.4 0.4 0.2
0.4 -0.1 -0.4
-0.2 0.0 -0.2
-0.1 0.1 -0.2
0.4 -0.2 0.2
0.5 -0.3 1.0
-0.7 1.2 -0.1
-1.0 0.1 0.4
0.4 0.4 0.2
-0.8 -0.7 -0.8
0.4 0.9 2.0
-0.5 0.0 0.1
-0.4 -0.2 -0.3
0.7 0.2 0.4
0.5 -1.1 0.0
-0.4 0.2 -1.7

## Properties
- highest occupied orbital energy (spin up / spin down) (eV) = -10.141 / -9.949
- frontier orbital gap (spin up / spin down) (eV) = 4.63 / 4.43
- net charge = +1



ORCA calculation (the ωB97M-V functional and the def2-TZVPD basis) on a cluster of 2 separate species, C3H7N2S in total in a non-equilibrium geometry.

Cartesian coordinates (Å):
C1 -3.7573 -0.1200 -0.2307
C2 -2.5361 0.2440 0.2008
C3 2.8689 0.2953 0.2203
N1 1.7789 0.5115 0.8192
N2 2.8140 -0.7190 -0.6323
S1 -1.1206 -0.6748 -0.2336
H1 -4.5282 0.5103 -0.3347
H2 -4.1074 -1.0474 -0.5056
H3 -2.1958 1.2621 0.6249
H4 3.7311 0.8593 0.2909
H5 1.4900 1.4452 1.1396
H6 3.6191 -1.3555 -0.7203
H7 1.9433 -1.2110 -0.6385

Cartesian forces, eV/Å:
1.7 -0.4 0.7
3.5 1.1 0.0
-2.0 -1.6 -1.0
-2.4 2.0 1.3
2.1 -1.8 -0.7
-1.0 0.5 0.7
-2.5 3.0 0.2
0.3 -2.5 -0.7
-1.3 -1.6 -0.7
1.9 1.2 0.4
0.5 -0.6 0.1
-0.4 0.8 -0.3
-0.4 -0.2 0.0

## Properties
- highest occupied orbital energy (spin up / spin down) (eV) = -13.273 / -14.438
- frontier orbital gap (spin up / spin down) (eV) = 5.36 / 7.41
- net charge = +1